No. 1
Formula: C47H57Br2N6P2Zr
Source: the Open Molecules 2025 dataset
Level of theory: wB97M-V/def2-TZVPD

Geometry as XYZ:
```
115
Properties=species:S:1:pos:R:3:mulliken_charge:R:1
Zr 0.3770 -0.3727 -0.1321 -2.172
C 3.9430 2.4392 1.6739 -1.475
C 2.9489 2.8524 0.5879 0.285
C 3.5424 2.7329 -0.8146 -1.220
P 1.2382 2.1162 0.7178 2.654
C 0.7415 2.6447 2.4350 0.980
C 0.7169 4.1580 2.6660 -1.954
C -0.5237 2.0253 3.0363 -1.549
C 0.4343 3.0346 -0.6226 -1.387
C 0.4359 4.4310 -0.6735 -0.198
C -0.0611 5.1293 -1.7655 -0.013
C -0.0673 6.6304 -1.8064 -1.763
C -0.5244 4.3765 -2.8459 -1.022
C -0.5126 2.9941 -2.8265 -0.388
C -0.0560 2.3027 -1.7067 1.012
N -0.0311 0.8809 -1.6379 1.316
C -0.8789 0.1194 -2.5294 0.147
C -2.1941 0.5095 -2.7898 -0.237
C -2.9511 -0.1790 -3.7170 -1.353
C -2.4365 -1.2825 -4.4033 0.228
C -3.2506 -2.0075 -5.4352 -1.631
C -1.1475 -1.6993 -4.0889 -0.405
C -0.3639 -1.0241 -3.1560 -0.600
P 1.2916 -1.5390 -2.6020 2.399
C 1.4641 -3.2712 -3.2756 0.340
C 2.8732 -3.8571 -3.1595 -1.591
C 0.4534 -4.2923 -2.7569 -1.568
C 2.4184 -0.5997 -3.7734 0.567
C 1.9869 0.8356 -4.0599 -1.406
C 3.9134 -0.6097 -3.4326 -1.600
H 4.7988 3.1142 1.6360 0.488
H 4.3292 1.4327 1.5226 0.228
H 3.5374 2.5102 2.6826 0.305
H 2.7185 3.9103 0.7411 0.519
H 3.7945 1.7060 -1.0819 -0.109
H 4.4707 3.3041 -0.8545 0.611
H 2.8770 3.1312 -1.5796 0.155
H 1.5858 2.2402 3.0007 0.207
H -0.1235 4.6225 2.1503 0.430
H 1.6362 4.6649 2.3768 0.376
H 0.5795 4.3363 3.7337 0.460
H -1.3900 2.6559 2.8480 0.425
H -0.4040 1.9645 4.1190 0.567
H -0.7521 1.0272 2.6676 -0.038
H 0.8461 5.0002 0.1497 0.322
H 0.2154 7.0582 -0.8464 0.415
H -1.0545 7.0085 -2.0719 0.394
H 0.6315 6.9987 -2.5589 0.342
H -0.8862 4.8846 -3.7316 0.462
H -0.8520 2.4541 -3.6994 0.588
H -2.6079 1.3753 -2.2913 0.573
H -3.9590 0.1557 -3.9300 0.498
H -4.0186 -1.3634 -5.8586 0.438
H -3.7510 -2.8720 -4.9935 0.261
H -2.6228 -2.3720 -6.2469 0.424
H -0.7534 -2.5659 -4.6036 0.450
H 1.2764 -3.1079 -4.3419 0.640
H 3.1538 -4.0238 -2.1189 0.219
H 3.6338 -3.2585 -3.6530 0.339
H 2.8779 -4.8332 -3.6465 0.468
H 0.7395 -4.6530 -1.7666 0.295
H 0.4664 -5.1592 -3.4191 0.570
H -0.5675 -3.9179 -2.7292 0.180
H 2.2547 -1.1835 -4.6863 0.785
H 2.0541 1.4603 -3.1703 0.052
H 0.9789 0.9024 -4.4656 0.203
H 2.6680 1.2516 -4.8042 0.624
H 4.1660 0.2432 -2.8036 0.424
H 4.4831 -0.5041 -4.3562 0.410
H 4.2660 -1.5100 -2.9341 0.253
C -2.2543 -3.8876 -0.5478 -1.086
C -3.5696 -3.5066 -0.3347 -1.263
C -3.8279 -2.2146 0.0902 -0.963
C -2.7835 -1.3255 0.2974 0.299
N -1.5059 -1.6875 0.0608 1.497
C -1.2696 -2.9490 -0.3415 -0.384
C -3.0448 0.0652 0.7278 0.851
C -4.2280 0.3944 1.3717 -0.864
C -4.5294 1.7321 1.5789 -1.235
C -3.6384 2.6807 1.1161 -0.887
C -2.4425 2.2580 0.5550 -0.690
N -2.1204 0.9725 0.3802 1.381
H -1.9919 -4.8848 -0.8709 0.642
H -4.3824 -4.2014 -0.5004 0.512
H -4.8458 -1.8872 0.2400 0.613
H -0.2303 -3.2174 -0.4870 0.237
H -4.9131 -0.3750 1.6979 0.568
H -5.4474 2.0197 2.0736 0.476
H -3.8423 3.7387 1.2041 0.586
H -1.7156 2.9894 0.2350 0.388
Br 3.5137 -0.6510 -0.0348 0.255
C 3.8997 -2.5165 0.3909 -0.934
Br 2.3543 -3.5232 0.9111 -0.028
H 4.5875 -2.5037 1.2268 0.616
H 4.3373 -2.9611 -0.4948 0.551
N -3.2651 -4.0645 9.4290 -0.395
C -2.6781 -3.6417 8.5385 -0.143
C -1.9431 -3.1147 7.4191 0.478
C -2.6311 -2.5738 6.3359 -1.005
C -1.9300 -2.0540 5.2628 -0.197
C -0.5446 -2.0938 5.2764 0.919
C 0.1528 -2.6332 6.3435 -0.615
C -0.5515 -3.1416 7.4219 -0.912
N 0.1883 -1.5580 4.1578 0.317
C 1.4124 -0.9260 4.2075 -0.877
C 1.7030 -0.5553 2.9384 -1.113
N 0.6778 -0.9582 2.0944 1.293
C -0.2150 -1.5499 2.8848 -1.520
H -3.7117 -2.5492 6.3464 0.463
H -2.4705 -1.5973 4.4437 0.532
H 1.2327 -2.6931 6.3375 0.479
H -0.0235 -3.5703 8.2621 0.483
H 1.9542 -0.7855 5.1259 0.587
H 2.5798 -0.0422 2.5837 0.486
H -1.1232 -2.0233 2.5554 0.960
```

The calculation puts the lowest unoccupied orbital energy at -8.58 eV. Its molar mass is 1019.00 g/mol. As for the total charge: +3. The HOMO energy comes out at -15.0830 eV. The value obtained for the max |F| is 1.04 eV/A. The energy above the lowest of the compared OMol25 structures with the same formula, charge and spin is 82.0 kJ/mol.

---

No. 2
Formula: C47H58BrIKN4O8PS4
Source: the Open Molecules 2025 dataset
Level of theory: wB97M-V/def2-TZVPD

Geometry as XYZ:
```
125
Properties=species:S:1:pos:R:3:mulliken_charge:R:1
K 2.2498 1.3516 2.0924 0.578
C -1.9776 1.3357 5.3539 -1.243
C -1.6736 2.4246 4.3926 1.082
C -0.5039 3.2352 4.5849 -0.965
C -0.2061 4.3144 3.7583 -0.091
C -1.1358 4.5253 2.7432 0.056
C -2.1732 3.6482 2.4559 -0.245
C -2.4473 2.5112 3.1738 -1.220
S -0.6773 5.7532 1.5760 1.470
O -1.7980 5.9050 0.6939 -0.743
O -0.1734 6.8293 2.3865 -0.786
N 0.6179 5.1559 0.7286 -0.179
C 0.8564 5.8634 -0.4280 0.492
C 1.5992 7.0800 -0.2271 -0.653
C 1.3961 8.1328 -1.1097 -0.567
C 0.4609 8.0889 -2.1406 -1.056
C -0.0706 6.8253 -2.5366 0.818
C -0.7930 6.5876 -3.7103 -0.583
C -1.0574 5.2324 -4.0262 -0.544
C -0.8541 4.1818 -3.1351 -0.386
N -0.3505 4.3974 -1.9016 -0.093
C 0.0781 5.6387 -1.6079 -0.309
H -1.8091 1.7670 6.3877 0.330
H -1.2083 0.5179 5.1861 0.241
H -3.0090 0.8835 5.2639 0.334
H 0.1756 3.0488 5.4125 0.460
H 0.5949 5.0858 3.9825 0.244
H -2.8566 3.9346 1.6884 0.495
H -3.3323 1.8845 3.0402 0.306
H 2.1161 7.2300 0.6646 0.503
H 2.0140 8.9828 -1.0343 0.430
H 0.2068 8.9592 -2.7116 0.360
H -1.1932 7.4770 -4.3099 0.265
H -1.4458 4.9711 -5.0115 0.330
H -1.0496 3.0744 -3.3577 0.363
S 7.2991 -1.9377 0.0118 -0.019
C 6.4323 -1.6624 -1.4306 0.030
N 5.1234 -1.4685 -1.3640 -0.357
C 4.6221 -0.9143 -2.4738 0.237
C 3.4028 -0.2401 -2.6361 -0.469
C 3.2406 0.6247 -3.7438 -0.776
C 4.3228 0.9169 -4.5855 -0.571
C 5.4770 0.1895 -4.5056 -0.195
C 5.6213 -0.7675 -3.5294 0.287
S 7.0850 -1.6402 -3.0963 -0.251
H 2.6769 -0.4367 -1.8702 0.774
H 2.2787 1.1280 -3.8258 0.462
H 4.1115 1.6303 -5.4128 0.267
H 6.2909 0.4211 -5.2037 0.330
O 0.7013 2.1765 0.0341 -0.247
H 0.5047 3.1411 -0.1326 0.308
H 0.2543 1.7211 -0.6713 0.108
O 2.4767 4.0120 2.2924 -0.331
H 3.0519 4.7408 2.5479 0.183
H 1.7280 4.4388 1.7344 0.448
O 1.1574 -1.6276 2.9797 -0.579
O 1.6414 -1.5119 1.8146 -0.327
O 5.4670 -5.1023 0.3364 -0.536
S 6.6367 -4.8006 -0.5125 0.106
N 7.4852 -3.5767 -0.2389 -0.259
Br 5.9643 -0.6355 5.9375 -0.164
C 4.8808 0.9127 6.4746 0.083
C 4.2769 0.8134 7.7379 -0.373
C 3.4973 1.8811 8.2437 -0.453
C 3.4162 3.0634 7.4765 -0.461
C 3.8921 3.1488 6.1451 -0.276
C 4.6284 2.0784 5.6485 0.060
I 5.6244 1.9992 3.6636 0.080
H 4.5743 0.0783 8.4975 0.330
H 2.9986 1.8285 9.2000 0.379
H 2.8990 3.9527 7.8380 0.341
H 3.6901 4.0003 5.5000 0.409
O -2.0146 -1.5296 -1.1515 -0.906
P -2.2225 -2.8835 -1.7161 0.858
C -3.5870 -2.9958 -3.0024 0.200
C -3.8474 -1.5896 -3.5987 -1.474
C -4.7821 -0.7912 -2.7859 -0.185
C -6.1416 -1.4495 -2.4954 -0.929
C -6.1365 -2.9360 -2.0897 -0.305
C -4.9949 -3.7167 -2.7190 -1.091
C -0.6262 -3.5596 -2.5119 0.525
C 0.5985 -3.0771 -1.7434 -1.141
C 1.8719 -3.4287 -2.5040 0.253
C 1.7029 -4.4447 -3.5698 -1.297
C 0.8064 -5.6158 -3.0989 -0.906
C -0.6582 -5.0540 -2.8051 -0.530
C -2.8347 -4.0387 -0.3565 0.296
C -1.7789 -4.8659 0.4712 -0.392
C -1.9832 -4.6875 1.9806 -1.207
C -3.4146 -4.8635 2.4164 -0.679
C -4.4617 -4.2829 1.4633 -0.949
C -3.8368 -3.3042 0.5054 -1.021
H -3.1338 -3.7309 -3.7042 0.476
H -4.2646 -1.7804 -4.6060 0.547
H -2.9591 -1.0277 -3.8711 0.348
H -4.8818 0.2207 -3.2344 0.418
H -4.2655 -0.5844 -1.8195 0.183
H -6.8359 -1.3560 -3.3799 0.329
H -6.6077 -0.8815 -1.7050 0.379
H -7.0709 -3.4759 -2.2942 0.448
H -6.0250 -3.0291 -0.9894 0.135
H -5.2987 -4.0439 -3.7821 0.544
H -4.8853 -4.6293 -2.1157 0.283
H -0.5605 -3.0387 -3.4904 0.531
H 0.7213 -3.5392 -0.7434 -0.052
H 0.4684 -2.0334 -1.4606 0.593
H 2.6949 -3.7251 -1.8230 0.539
H 2.3138 -2.5355 -3.0016 -0.488
H 2.7345 -4.7327 -3.9095 0.504
H 1.2280 -3.9236 -4.3617 0.395
H 1.2199 -6.0635 -2.1841 0.426
H 0.6751 -6.3687 -3.9174 0.402
H -1.1179 -5.5864 -1.9282 -0.114
H -1.2879 -5.3106 -3.6682 0.497
H -3.3750 -4.7952 -0.9602 0.006
H -0.7065 -4.8186 0.1037 0.164
H -2.0633 -5.9306 0.2626 0.340
H -1.5597 -3.6835 2.2835 0.314
H -1.3491 -5.4486 2.3955 0.525
H -3.6144 -4.3763 3.4109 0.275
H -3.6400 -5.9089 2.6534 0.309
H -5.3051 -3.8126 2.0135 0.476
H -4.9836 -5.0835 0.9198 0.309
H -3.3355 -2.5168 1.0749 0.365
H -4.5894 -2.7454 -0.0557 0.399
```

The calculation puts the lowest unoccupied orbital energy (alpha / beta) at 3.20 / 3.20 eV. Its molar mass is 1212.15 g/mol. As for the total charge: -2. The HOMO energy (alpha / beta) comes out at -0.1842 / -0.7412 eV. The value obtained for the max |F| is 4.03 eV/A. The energy above the lowest of the compared OMol25 structures with the same formula, charge and spin is 189.3 kJ/mol.